(1)
# C39H89F9N4O15

8 unconnected molecules or ions with the total composition C39H89F9N4O15 at a distorted geometry (ωB97M-V with the def2-TZVPD basis set, the OMol25 dataset).

Kohn-Sham gap = 0.799 eV
Energy relative to the best compared isomer or geometry (same formula, charge and spin) = 12.677 eV

Each line ends with the Löwdin charge.
Cartesian coordinates (Å):
C -17.6032 -10.5360 -20.8271  -0.418
O -17.2541 -9.5291 -19.7903  -0.128
O -18.7918 -10.0703 -21.3889  -0.243
C -16.4445 -10.8605 -21.9043  -0.668
F -15.6478 -9.8242 -22.1808  0.127
F -15.7145 -11.8197 -21.3857  0.121
F -16.8729 -11.3183 -23.0210  0.181
C -16.1127 -9.6983 -18.9729  -0.323
C -16.1561 -8.4771 -18.0887  -0.106
H -15.3489 -8.5381 -17.3588  0.059
H -16.0411 -7.5430 -18.6387  0.071
H -17.1295 -8.4815 -17.5983  0.073
H -15.1692 -9.5750 -19.5046  0.099
H -16.1232 -10.6382 -18.4210  0.112
H -17.8131 -11.4228 -20.2290  0.118
C -15.0036 -8.8568 -9.4128  -0.474
O -14.2155 -7.6395 -9.5237  -0.147
O -15.4102 -8.8213 -8.0692  -0.299
C -15.9729 -8.9118 -10.6225  -0.548
F -15.3667 -9.1514 -11.8140  0.109
F -16.9268 -9.8627 -10.4113  0.108
F -16.5637 -7.7233 -10.7844  0.113
C -12.9845 -7.7294 -10.2153  -0.282
C -12.5020 -6.2825 -10.1981  -0.106
H -12.4728 -5.9501 -9.1605  0.063
H -11.4625 -6.2643 -10.5255  0.055
H -13.0585 -5.5443 -10.7756  0.065
H -13.1902 -7.9719 -11.2579  0.108
H -12.2383 -8.3648 -9.7382  0.116
H -14.3607 -9.7339 -9.3390  0.128
C -20.6489 -3.9486 -24.3309  -0.426
O -19.5272 -3.7350 -23.4238  -0.129
O -21.4172 -4.9366 -23.6297  -0.283
C -21.1246 -2.4830 -24.7652  -0.572
F -21.5942 -1.7426 -23.7596  0.113
F -20.0802 -1.8096 -25.2313  0.107
F -22.0430 -2.4701 -25.7757  0.090
C -18.2814 -4.1300 -23.8711  -0.325
C -17.1811 -4.1175 -22.7968  -0.091
H -17.3717 -4.8260 -21.9907  0.072
H -16.1588 -4.3756 -23.0734  0.059
H -17.2153 -3.1630 -22.2716  0.048
H -17.9384 -3.6063 -24.7634  0.099
H -18.3329 -5.1883 -24.1271  0.120
H -20.2929 -4.3758 -25.2683  0.118
C -13.5062 0.4621 -14.0700  -0.135
C -14.1281 0.1722 -15.4412  -0.683
C -14.8414 -1.2491 -15.3408  -0.093
O -14.8244 1.2643 -15.9662  -0.423
H -14.1672 0.9660 -13.3647  0.055
H -12.5830 1.0331 -14.1679  0.032
H -13.1503 -0.4136 -13.5274  0.045
H -13.3053 -0.0373 -16.1248  0.074
H -15.3935 -1.2900 -14.4018  0.043
H -14.1175 -2.0635 -15.3711  0.058
H -15.6390 -1.4534 -16.0549  0.049
C -13.3092 1.9442 -23.8273  -0.069
O -12.6726 2.5813 -22.7175  -0.184
C -12.4210 1.6527 -21.7258  -0.220
C -11.2471 2.2314 -20.8968  -0.054
N -11.7641 3.5280 -20.2981  0.046
H -12.0782 4.1019 -21.0676  0.154
H -12.5829 3.2553 -19.7734  0.170
C -10.8650 4.3309 -19.3668  -0.046
C -11.7223 5.6339 -19.0182  -0.143
O -12.0322 6.4486 -20.1644  -0.193
C -11.1630 7.4309 -20.5319  -0.131
H -12.6553 1.2262 -24.3221  0.092
H -13.6874 2.6105 -24.6027  0.102
H -14.0179 1.1833 -23.5002  0.096
H -12.1994 0.6479 -22.0856  0.141
H -13.3188 1.5707 -21.1132  0.140
H -10.2789 2.3733 -21.3768  0.141
H -11.0769 1.6466 -19.9928  0.136
H -9.9236 4.5085 -19.8867  0.128
H -10.5962 3.7183 -18.5062  0.130
H -11.1725 6.2135 -18.2767  0.124
H -12.6825 5.4056 -18.5557  0.133
H -11.4073 7.7991 -21.5283  0.098
H -10.1069 7.1626 -20.5084  0.096
H -11.4575 8.2911 -19.9306  0.097
C -19.1780 3.8196 -21.0489  -0.068
O -19.7567 3.0873 -19.9720  -0.168
C -19.1348 1.9223 -19.6904  -0.300
C -19.7858 1.1688 -18.6159  -0.052
N -19.8383 1.9831 -17.2916  0.097
H -18.8652 2.1727 -17.0986  0.170
H -20.3745 2.8338 -17.3851  0.159
C -20.3236 1.2355 -16.0418  -0.055
C -20.2532 2.1989 -14.8731  -0.244
O -20.7202 3.4535 -15.2093  -0.177
C -20.2774 4.5239 -14.4117  -0.081
H -19.1233 3.1690 -21.9218  0.092
H -18.1104 3.9737 -20.8924  0.084
H -19.7151 4.7186 -21.3514  0.099
H -18.1257 2.2178 -19.4034  0.133
H -18.9804 1.3006 -20.5724  0.153
H -19.0462 0.3782 -18.4894  0.149
H -20.7500 0.7614 -18.9200  0.155
H -19.6953 0.3478 -15.9687  0.148
H -21.3751 1.0081 -16.2174  0.140
H -19.2282 2.1378 -14.5074  0.133
H -20.8201 1.7823 -14.0405  0.136
H -19.1877 4.5456 -14.4250  0.091
H -20.5977 4.3874 -13.3788  0.094
H -20.5309 5.5200 -14.7745  0.096
C -9.9686 1.3532 -8.4743  -0.136
O -9.6295 1.3678 -9.7925  -0.171
C -8.3217 0.9057 -9.9978  -0.225
C -7.8742 0.7791 -11.4516  -0.021
N -8.2663 2.0678 -12.3063  0.101
H -7.9882 1.8495 -13.2524  0.148
H -9.2544 2.2595 -12.3904  0.145
C -7.7111 3.5102 -11.8746  -0.050
C -8.4754 4.6545 -12.4914  -0.233
O -9.8645 4.5499 -12.3042  -0.190
C -10.4369 4.8300 -11.0032  -0.047
H -9.8066 2.3545 -8.0753  0.087
H -9.4970 0.7269 -7.7170  0.105
H -11.0523 1.2416 -8.4389  0.104
H -8.3796 -0.0985 -9.5780  0.138
H -7.5486 1.4218 -9.4285  0.131
H -8.4175 -0.0031 -11.9817  0.136
H -6.7966 0.6659 -11.5698  0.133
H -6.6277 3.5781 -11.9734  0.135
H -8.0224 3.5510 -10.8308  0.110
H -8.3384 4.7685 -13.5667  0.130
H -8.0649 5.5749 -12.0761  0.136
H -10.0408 4.2305 -10.1835  0.072
H -11.5218 4.7520 -11.0736  0.102
H -10.2287 5.8747 -10.7721  0.092
C -19.4111 0.6037 -8.1579  -0.070
O -19.0134 -0.7378 -8.3358  -0.228
C -17.8470 -1.1663 -7.7043  -0.220
C -17.3420 -2.6292 -8.0540  -0.001
N -18.3474 -3.7029 -7.4610  0.102
H -17.9314 -4.6226 -7.4966  0.175
H -18.4030 -3.4977 -6.4736  0.152
C -19.7690 -3.6548 -8.0690  -0.060
C -20.5152 -4.8975 -7.4705  -0.175
O -20.4669 -4.9507 -6.0604  -0.151
C -21.1932 -3.9952 -5.4125  -0.135
H -19.2764 0.8683 -7.1091  0.088
H -20.4755 0.6251 -8.3917  0.103
H -18.7014 1.1858 -8.7457  0.097
H -17.9751 -0.9616 -6.6414  0.118
H -17.0756 -0.4082 -7.8403  0.124
H -16.4025 -2.8787 -7.5610  0.131
H -17.1480 -2.6272 -9.1266  0.137
H -19.6662 -3.5353 -9.1475  0.140
H -20.2577 -2.7205 -7.7928  0.110
H -19.9812 -5.7546 -7.8810  0.136
H -21.4862 -5.0316 -7.9472  0.136
H -21.5697 -4.2288 -4.4166  0.100
H -22.1400 -3.6947 -5.8612  0.100
H -20.5261 -3.1374 -5.3265  0.081

***

(2)
# C39H89O44P9

11 unconnected molecules or ions with the total composition C39H89O44P9 at a distorted geometry (ωB97M-V with the def2-TZVPD basis set, the OMol25 dataset).

Kohn-Sham gap = 7.875 eV
SMILES = O=C1C=C(O)C(=O)C=C1O.O=C1C=C(O)C(=O)C=C1O.COP(=O)(OC)OC.COP(=O)(OC)OC.COP(=O)(OC)OC.COP(=O)(OC)OC.COP(=O)(OC)OC.COP(=O)(OC)OC.COP(=O)(OC)OC.COP(=O)(OC)OC.COP(=O)(OC)OC

Each line ends with the Löwdin charge.
Cartesian coordinates (Å):
C -7.3474 2.7933 -2.4886  0.058
C -6.6701 2.3806 -3.5390  -0.210
C -6.9681 2.6320 -5.0299  -0.328
O -6.4911 2.0137 -5.9782  0.118
C -8.0508 3.5024 -5.1488  0.046
C -8.7585 3.9848 -4.0724  -0.128
C -8.5361 3.6828 -2.6102  -0.301
O -9.1585 4.1188 -1.6446  0.109
O -9.7151 4.9715 -4.4065  0.067
O -5.5689 1.6123 -3.3791  0.094
H -7.1686 2.6376 -1.4350  0.136
H -8.2396 3.8860 -6.1405  0.141
H -10.0595 5.2282 -3.5480  0.092
H -5.2751 1.2300 -4.2093  0.107
C -1.5276 -1.2225 2.4106  0.052
C -1.9425 -0.0366 2.8099  -0.216
C -1.3193 1.2868 2.5781  -0.258
O -1.8390 2.3927 2.8721  0.092
C -0.0038 1.1071 1.8397  0.060
C 0.5050 -0.0894 1.5091  -0.186
C -0.2475 -1.4540 1.7776  -0.287
O 0.1508 -2.5307 1.3410  0.103
O 1.5844 -0.1546 0.6534  0.074
O -3.1466 -0.0061 3.4808  0.083
H -2.0890 -2.1390 2.5165  0.141
H 0.2755 1.8591 1.1166  0.130
H 1.9602 -1.0362 0.5975  0.108
H -3.2074 0.8413 3.9278  0.104
C 10.8613 -5.9168 0.0921  -0.117
O 10.1301 -4.7600 0.4814  -0.216
P 9.7207 -4.3849 2.0365  0.511
O 8.3447 -3.8873 2.1732  -0.238
O 9.9308 -5.7955 2.8480  -0.274
C 9.3440 -5.9878 4.1498  -0.083
O 10.9798 -3.4458 2.5558  -0.217
C 11.4019 -3.2246 3.8647  -0.141
H 10.3285 -6.8643 0.1726  0.081
H 11.6812 -6.0632 0.7952  0.083
H 11.1714 -5.9398 -0.9526  0.090
H 8.8253 -6.9448 4.0931  0.086
H 8.5984 -5.2402 4.4207  0.090
H 10.3256 -6.1110 4.6072  0.089
H 11.5979 -4.0821 4.5084  0.078
H 10.5987 -2.6978 4.3800  0.089
H 12.2358 -2.5543 4.0728  0.089
C -8.9186 -6.9639 6.6100  -0.148
O -8.9968 -8.3425 6.4796  -0.203
P -7.6817 -9.2355 6.0152  0.556
O -7.3189 -10.2600 7.0971  -0.274
O -6.4857 -8.1827 5.5095  -0.256
C -5.4146 -7.9605 6.4148  -0.124
O -8.1200 -9.8423 4.5988  -0.205
C -7.1003 -10.4575 3.8735  -0.144
H -9.6508 -6.5149 5.9389  0.087
H -8.0233 -6.4642 6.2401  0.081
H -9.2076 -6.6633 7.6171  0.094
H -5.6164 -8.1492 7.4692  0.087
H -4.9876 -6.9625 6.3154  0.087
H -4.6460 -8.6651 6.0972  0.089
H -7.5592 -11.2041 3.2255  0.091
H -6.5227 -11.0976 4.5405  0.088
H -6.4399 -9.8710 3.2346  0.093
C -3.1076 -7.5251 -4.5680  -0.165
O -3.5414 -7.3652 -5.8606  -0.207
P -4.0069 -5.9037 -6.3911  0.485
O -3.2400 -4.7291 -5.9498  -0.228
O -4.0437 -6.0790 -8.0384  -0.230
C -2.8492 -6.1088 -8.7412  -0.138
O -5.5979 -5.9783 -6.0652  -0.220
C -5.9797 -5.6386 -4.7118  -0.092
H -2.9470 -6.5768 -4.0551  0.084
H -2.1477 -8.0412 -4.5558  0.091
H -3.7742 -8.1068 -3.9313  0.090
H -3.0488 -6.4314 -9.7631  0.092
H -2.4493 -7.0612 -8.3933  0.082
H -2.2130 -5.2364 -8.5922  0.097
H -6.8908 -6.2196 -4.5694  0.094
H -6.0241 -4.5622 -4.5456  0.095
H -5.3444 -6.0551 -3.9301  0.069
C -4.8001 10.6988 -6.9106  -0.106
O -3.8986 9.5847 -6.9191  -0.211
P -2.6548 9.4410 -5.9063  0.431
O -1.9722 10.7324 -5.7197  -0.235
O -3.3220 8.7368 -4.5736  -0.219
C -2.5059 8.1518 -3.5717  -0.120
O -1.8894 8.2285 -6.6087  -0.213
C -0.4342 8.2062 -6.5332  -0.080
H -4.6621 11.3093 -6.0182  0.079
H -5.8451 10.3913 -6.8703  0.086
H -4.7308 11.4728 -7.6749  0.087
H -1.8661 8.8789 -3.0715  0.088
H -1.7052 7.5100 -3.9392  0.071
H -3.0692 7.5751 -2.8381  0.091
H -0.0511 7.9943 -7.5314  0.092
H -0.1201 7.3982 -5.8726  0.076
H -0.0129 9.0593 -6.0014  0.083
C -9.8265 3.9950 9.4668  -0.069
O -9.8422 4.7511 8.2080  -0.238
P -8.5260 5.6142 7.8103  0.418
O -7.4226 4.6463 7.4961  -0.250
O -9.0227 6.4884 6.6413  -0.178
C -8.0745 7.3211 6.0534  -0.140
O -8.4439 6.6275 9.1045  -0.215
C -7.6100 7.7638 9.0995  -0.130
H -10.5522 4.4597 10.1344  0.084
H -8.8547 4.2038 9.9141  0.074
H -10.0579 2.9447 9.2897  0.091
H -8.5244 8.3094 5.9594  0.094
H -8.1568 7.0220 5.0084  0.099
H -7.0429 7.4151 6.3925  0.099
H -7.9728 8.5219 8.4054  0.076
H -6.5522 7.6161 8.8817  0.095
H -7.7080 8.2647 10.0627  0.091
C 0.1098 1.4445 9.4367  -0.113
O 1.2515 1.7706 8.6922  -0.205
P 2.4353 0.7212 8.4105  0.490
O 3.2798 0.2870 9.5362  -0.237
O 3.2587 1.4233 7.1737  -0.196
C 4.6061 1.4061 7.0338  -0.183
O 1.7012 -0.5830 7.7238  -0.239
C 2.5104 -1.6227 7.1660  -0.104
H -0.4333 0.6593 8.9107  0.083
H -0.4733 2.3511 9.5987  0.100
H 0.3208 0.8455 10.3225  0.091
H 4.9486 0.5657 6.4300  0.087
H 5.2221 1.2800 7.9241  0.085
H 5.0839 2.3256 6.6956  0.091
H 3.1339 -1.3303 6.3211  0.079
H 1.9538 -2.5101 6.8644  0.089
H 3.2191 -1.8723 7.9556  0.083
C 5.0223 7.8907 -0.9893  -0.135
O 4.1654 8.9851 -1.0285  -0.218
P 4.6807 10.5323 -0.9639  0.514
O 5.4779 10.9933 -2.1426  -0.247
O 5.5438 10.5744 0.4041  -0.234
C 6.5253 11.5614 0.6099  -0.125
O 3.2166 11.2485 -0.6465  -0.203
C 3.2871 12.4837 0.0101  -0.136
H 6.0882 8.0907 -0.8799  0.089
H 4.7697 7.3164 -1.8807  0.094
H 4.8620 7.2731 -0.1055  0.088
H 6.3164 12.2320 -0.2236  0.075
H 7.5292 11.1379 0.6403  0.093
H 6.4915 12.1075 1.5526  0.088
H 2.5555 12.5894 0.8112  0.093
H 3.0995 13.2678 -0.7235  0.096
H 4.2193 12.7158 0.5250  0.068
C 3.5700 -12.6695 -5.3942  -0.083
O 4.2793 -11.5482 -4.7736  -0.232
P 5.8838 -11.5081 -4.5440  0.394
O 6.7366 -11.8030 -5.7211  -0.238
O 6.0915 -10.0221 -3.9009  -0.196
C 5.1151 -9.5370 -2.9552  -0.113
O 6.2039 -12.4516 -3.3532  -0.242
C 6.4767 -13.8240 -3.5190  -0.069
H 2.5402 -12.4367 -5.6649  0.079
H 3.3539 -13.4166 -4.6304  0.082
H 3.9280 -13.1197 -6.3201  0.093
H 4.2927 -10.2266 -2.7656  0.074
H 4.5739 -8.6783 -3.3526  0.086
H 5.4643 -9.2279 -1.9699  0.087
H 6.2311 -14.2582 -2.5498  0.098
H 7.5213 -13.7672 -3.8250  0.103
H 5.7468 -14.0800 -4.2869  0.076
C 6.8189 5.0136 -7.2649  -0.129
O 7.1444 3.8062 -6.6616  -0.232
P 6.5522 2.3871 -7.1889  0.510
O 7.2634 1.6496 -8.2997  -0.263
O 6.5400 1.5118 -5.8156  -0.216
C 7.6055 1.5978 -4.8584  -0.117
O 4.9595 2.7622 -7.3605  -0.237
C 4.0858 2.1889 -8.3632  -0.087
H 6.0427 5.5356 -6.7053  0.091
H 6.4220 4.8176 -8.2610  0.086
H 7.6700 5.6905 -7.3392  0.093
H 8.1299 0.6429 -4.8946  0.089
H 7.3093 1.8225 -3.8338  0.084
H 8.3943 2.3469 -4.9271  0.080
H 4.5487 1.3517 -8.8858  0.084
H 3.8072 2.9391 -9.1033  0.082
H 3.1229 1.8780 -7.9581  0.084

***

- What is the Kohn-Sham gap in the second record?
  7.875 eV